Computed, not measured: 9 unconnected molecules or ions with the total composition C26H72O29P6S2 at a distorted geometry, with the ωB97M-V functional and the def2-TZVPD basis.

Cartesian coordinates (Å):
H  -1.49024  2.07760  -1.32311
O  0.60079  1.45656  -7.47524
H  2.48020  -4.04127  -0.50690
H  1.26005  -4.50316  -1.82169
H  3.19582  3.62214  4.54671
H  -3.03754  6.32549  -0.77504
H  -2.79522  -4.89758  -2.86270
O  -5.44685  0.83509  -2.57244
H  2.32493  3.60658  0.12217
C  2.69236  -0.50398  0.03208
H  -3.59652  1.50039  2.43481
H  -2.82784  -1.60519  6.73710
H  -2.71481  4.64849  -1.50770
O  -2.47694  -2.74590  3.12780
C  0.13238  -0.52529  0.67366
O  0.87051  4.52861  -1.05527
H  -4.11577  3.61725  -5.77805
H  2.67561  -1.22556  0.85045
H  0.17754  6.50937  3.02315
H  -1.28896  2.08193  -8.20779
O  3.02439  0.77973  5.73435
C  5.41136  2.00939  4.28499
H  1.41513  2.52149  -1.03800
H  -3.45889  -3.58554  -3.77014
O  -1.21008  5.64439  -0.42046
C  2.26350  -7.37763  1.42226
O  5.61020  0.93287  3.44354
H  2.73084  0.53953  0.31205
O  0.91050  -5.36663  0.04460
S  -1.61136  -2.84236  -2.34895
H  -2.25643  -4.33936  1.89925
H  -1.13178  -2.94784  -4.56254
H  2.56847  2.37194  -8.34054
H  4.63893  1.84008  5.05867
H  -3.76559  -3.64881  -1.94892
C  -0.25117  5.59831  2.48269
H  2.69494  -8.02097  2.15145
C  4.04247  4.19477  4.11604
O  4.89116  0.46284  1.34401
O  -4.75068  -1.51188  3.10859
P  -4.16420  1.27001  -3.39734
O  4.49862  2.51263  2.24416
O  1.31292  1.94019  4.16333
H  -2.04502  -2.73527  1.04163
C  -0.79366  1.14223  -8.03144
C  0.77739  -1.46011  6.05278
H  -3.90937  1.80887  -6.00096
P  1.33015  -4.99632  1.52283
H  -3.87305  -2.52855  5.68054
H  2.23925  1.95619  -5.02791
H  -4.55905  -1.00059  -2.32318
H  -3.05704  4.95244  0.25991
H  1.12020  -5.34218  4.05572
H  -2.36407  1.36053  1.20788
H  -1.27058  5.86791  2.11884
C  3.18693  1.52085  -8.56860
O  -0.90700  3.28271  0.44021
H  3.49024  -0.77318  -0.61854
H  -0.28575  -4.27956  3.87473
H  0.35092  -1.32500  1.32674
O  2.99040  0.58452  -7.45947
H  -0.01405  2.48136  2.66900
O  0.03356  -5.40619  2.26882
H  3.79013  -1.31900  2.65258
H  4.23469  1.69286  -8.56232
H  1.57038  0.85791  -3.70963
C  -2.61312  5.36688  -0.67589
P  1.91069  0.59211  4.76048
H  -5.04625  -0.13434  -0.80062
H  4.54387  4.49685  5.03212
H  3.84672  5.11516  3.64120
C  -1.36124  -2.08590  -3.93971
O  1.03331  -1.06964  -7.79912
H  0.26695  -1.45650  7.01274
C  -3.09784  0.70985  1.81003
H  2.73963  -7.57846  0.48818
H  -1.31409  1.73933  -3.09828
H  5.78540  3.79567  3.03542
H  -0.78755  2.14488  4.18624
H  -3.68715  -3.38595  1.51802
H  -0.57612  -6.02163  4.13482
H  -0.26778  4.64788  3.04408
P  -3.33313  -1.36369  3.36458
H  0.22260  -2.09295  5.33354
H  6.31549  2.24088  4.85932
O  0.98871  0.20319  -1.77561
C  -4.53817  2.61283  -5.61072
S  1.18589  -0.88531  -0.77164
C  1.46668  1.27291  -4.71112
O  0.62742  -0.07712  5.53168
O  0.55595  5.38468  1.30949
C  -5.32272  -0.39325  -1.80179
O  1.71894  -3.65889  1.88454
H  0.36598  0.42352  1.05229
P  1.45928  0.16058  -7.10842
C  -3.05850  -3.84506  -2.77238
O  -2.46222  -0.33333  2.51358
H  2.42247  -5.69795  -1.30678
H  -1.33338  0.59418  -7.26128
O  -4.67634  2.49963  -4.22324
C  1.82519  -4.83532  -0.97746
C  0.10315  -5.27095  3.72181
H  -0.46428  -1.46232  -3.96949
O  -2.04693  -1.77154  -1.36752
P  -0.21331  4.55622  0.10152
H  -4.41827  -0.87664  6.26163
H  -3.79449  0.21731  1.09025
C  -3.57914  -1.52000  5.98058
C  0.03839  1.84364  3.53027
H  1.84221  -1.75497  6.13455
C  -1.89615  1.58336  -2.16928
H  1.19556  -7.69923  1.24056
C  5.00613  1.21797  2.26494
H  2.67966  3.73820  -1.60211
C  4.94309  3.19781  3.39809
O  2.41568  -0.25100  3.53788
H  2.97559  -2.19833  3.96828
O  -3.28921  1.95416  -2.29581
O  1.55403  0.04678  -5.54791
H  -1.79466  0.45284  -1.99144
C  -2.64515  -3.29585  1.78090
H  4.24919  -1.03671  4.31228
H  0.54578  1.79323  -4.75255
O  -3.56479  0.29652  -4.27481
O  -2.90703  -0.97000  4.84419
C  3.44249  -1.27577  3.66067
H  -5.45162  2.58854  -6.18690
H  2.96838  1.01383  -9.50438
H  -6.20162  -1.02144  -1.74159
H  -0.14729  0.79843  3.23313
C  1.90449  3.49639  -0.89971
H  -0.81040  0.57247  -8.90393
H  -0.90247  -0.58867  0.33293
H  -2.08244  -1.50261  -4.43066
O  2.47147  -6.03855  1.85009

Forces on atoms 1 to 6 (eV/Å):
0.3 0.6 0.5
-1.8 -0.6 -0.9
-0.8 -0.8 -0.9
-0.5 0.5 -0.2
-0.2 0.8 -0.7
-0.6 1.0 -0.8

E_tot: -164922.03101 eV
Molecular weight: 1098.81 g/mol

Here are the Löwdin charges for atoms 1 to 6, given in e: 0.034, -0.246, 0.098, 0.061, 0.081, 0.071

---

Computed, not measured: C3H6N2S in the gas phase at a distorted geometry, with the ωB97M-V functional and the def2-TZVPD basis.

Cartesian coordinates (Å):
H  0.39132  1.21734  -1.17728
N  -0.28006  1.44601  2.89478
H  -1.55848  -2.22891  -0.87748
N  -0.20051  1.27577  1.71871
H  1.61095  0.43248  -0.17664
C  -0.80495  -1.57082  -1.26435
H  -0.58070  -1.65431  -2.31431
C  -0.16484  -0.70892  -0.48086
H  -0.14591  2.40069  3.23436
S  -0.48663  -0.76653  1.24248
H  1.35433  -0.10789  -1.84944
C  0.86549  0.26510  -0.94997

Forces on atoms 1 to 6 (eV/Å):
0.1 0.1 0.0
-0.3 -1.5 0.4
-0.3 -0.2 0.1
-0.1 -1.2 -0.6
0.1 0.0 0.0
0.1 0.1 0.0

Energy relative to the best compared isomer or geometry (same formula, charge and spin): 312.1 kJ/mol
E_tot: -17020.80644 eV
Molecular weight: 102.16 g/mol
SMILES: [H]/N=N/SC(=C)C

Here are the Löwdin charges for atoms 1 to 6, given in e: 0.076, -0.045, 0.042, -0.173, 0.059, -0.053

---

Computed, not measured: C2H5NOS2 in the gas phase at a distorted geometry, with the ωB97M-V functional and the def2-TZVPD basis.

Cartesian coordinates (Å):
S  -0.12270  -1.57984  0.04993
C  2.45428  0.10947  -0.14201
O  -2.60042  -0.13116  0.41270
H  2.54699  -0.62087  -0.98354
S  1.02931  1.21252  -0.24633
N  -1.51139  0.69474  0.05000
H  2.46439  -0.40180  0.83159
C  -0.32558  0.05038  -0.10070
H  -2.44322  -0.34442  1.35878
H  3.30253  0.80232  -0.05129
H  -1.76562  1.66888  -0.20857

Forces on atoms 1 to 6 (eV/Å):
-0.1 0.4 0.0
0.4 -0.2 0.3
0.3 1.1 0.0
-0.1 0.8 0.7
-0.3 -0.5 -0.2
-0.6 -0.6 0.2

Energy relative to the best compared isomer or geometry (same formula, charge and spin): 181.3 kJ/mol
E_tot: -27361.17804 eV
Molecular weight: 123.20 g/mol
SMILES: CSC(=S)NO

Here are the Löwdin charges for atoms 1 to 6, given in e: 0.644, -0.463, -0.079, 0.049, 0.811, -0.157

---

Computed, not measured: C10H13NO in the gas phase at a distorted geometry, with the ωB97M-V functional and the def2-TZVPD basis.

Cartesian coordinates (Å):
C  1.33419  -1.67406  0.04536
H  -1.36736  -1.45715  0.96847
H  3.35819  -2.17343  0.11520
H  2.28612  2.02722  0.00356
C  1.99158  0.95271  -0.18055
O  4.34851  0.36719  0.23125
C  2.65416  -1.33589  -0.05872
H  -1.24987  -1.88432  -0.90364
H  -3.84796  -1.39928  -0.41801
C  0.70323  0.58228  -0.15985
H  -0.63425  2.04661  -1.25727
H  -1.58181  0.60725  1.57922
H  -2.58496  1.94038  0.72569
C  0.39380  -0.72128  -0.12855
H  1.26152  -2.82552  0.23932
C  -0.42209  1.70925  -0.19975
N  -3.54194  -0.50655  0.02739
C  -2.09848  -0.05657  -0.39619
C  2.96781  0.00482  -0.14520
H  4.42579  1.42236  -0.23140
H  -2.10635  0.23307  -1.47567
H  -3.54829  -0.67585  0.99399
C  -1.69894  1.15630  0.46553
H  0.05405  2.71687  0.19866
C  -1.09664  -1.05644  -0.03884

Forces on atoms 1 to 6 (eV/Å):
1.5 -3.6 -0.2
0.3 -0.1 -0.8
0.0 1.2 -0.3
-0.4 -1.2 -0.5
2.3 2.6 0.6
-2.1 4.4 -3.6

Energy relative to the best compared isomer or geometry (same formula, charge and spin): 265.3 kJ/mol
E_tot: -14115.68491 eV
Molecular weight: 163.22 g/mol
SMILES: N[C@H]1CCc2cc(O)ccc2C1

Here are the Löwdin charges for atoms 1 to 6, given in e: -0.052, 0.129, 0.129, 0.142, -0.028, -0.081